(1)
DFT (ωB97M-V/def2-TZVPD) results for a 2-piece molecular cluster, C2H6OS2 overall in a non-equilibrium geometry.

Values from the calculation:
* Kohn-Sham gap: 9.375 eV
* F_max: 0.025 Eh/bohr
* total charge: 0
* LUMO level: 0.424 eV
* ΔE to the lowest compared entry with this formula, charge and spin: 0.757 eV

```
11
Properties=species:S:1:pos:R:3:mulliken_charge:R:1
C -1.684 0.256 1.472 -0.4084
C -2.606 1.130 1.103 0.0373
O -3.205 1.861 2.094 -0.4853
H -1.092 -0.371 0.772 0.0222
H -1.384 0.195 2.523 0.2281
H -2.974 1.204 0.089 0.2849
H -3.720 2.587 1.728 0.3322
S 2.194 -0.477 -1.957 -0.1746
S 1.247 -1.040 -0.264 -0.1730
H 3.083 -1.480 -2.272 0.1602
H 1.968 -0.535 0.779 0.1765
```

=====

(2)
DFT (ωB97M-V/def2-TZVPD) results for an isolated molecule of C5H11NO in a non-equilibrium geometry.

Values from the calculation:
* Kohn-Sham gap: 10.236 eV
* F_max: 0.071 Eh/bohr
* total charge: 0
* LUMO level: 0.942 eV
* ΔE to the lowest compared entry with this formula, charge and spin: 2.393 eV

```
18
Properties=species:S:1:pos:R:3:mulliken_charge:R:1
C 2.322 -0.609 -2.158 -1.2533
C 1.683 -1.269 -0.920 -0.3249
N 0.678 -0.179 -0.397 -0.4213
C -0.617 -0.787 0.046 -0.9103
C -1.739 0.154 0.454 -0.3967
C -1.091 1.113 1.472 -0.0587
O -1.640 2.042 1.998 -0.4737
H 3.193 -1.208 -2.406 0.3879
H 1.731 -0.677 -3.076 0.3455
H 2.582 0.423 -1.970 0.3539
H 2.261 -1.362 0.019 0.3316
H 1.295 -2.248 -1.193 0.2831
H 0.320 0.111 -1.314 0.2442
H -0.420 -1.383 0.918 0.4826
H -1.024 -1.600 -0.619 0.4490
H -2.310 0.613 -0.336 0.3612
H -2.384 -0.367 1.144 0.2569
H -0.036 0.889 1.834 0.3431
```